(1)
Molecular formula: C12H20O
Method: DFT, the ωB97M-V functional and the def2-TZVPD basis

## Properties
- E_HOMO (eV) = -8.20
- E_LUMO (eV) = 0.789
- HOMO-LUMO gap (eV) = 8.988
- energy (eV) = -14813.289
- multiplicity = 1
- ΔE to the lowest compared entry with this formula, charge and spin (kcal/mol) = 67.4
- total charge = 0
- F_max (Eh/bohr) = 0.0761
- structure (SMILES) = CCc1ccc(O)cc1.CC(C)C

The geometry in XYZ format:
```
33
Properties=species:S:1:pos:R:3:forces:R:3:lowdin_charge:R:1
C 1.29569 -1.03743 -2.09312 1.8 1.4 1.1 -0.0720
C 2.32594 -0.75630 -0.88743 0.2 1.7 -1.9 -0.1844
C 2.08614 -1.44211 0.38943 -0.5 -1.6 2.3 -0.2762
C 0.95239 -2.25105 0.75159 -0.3 0.2 -2.7 -0.0349
C 0.85463 -3.01069 1.89863 3.2 2.0 0.9 -0.0108
C 1.96940 -2.80259 2.77198 -1.8 -1.6 1.0 -0.3188
O 2.06069 -3.57576 3.93871 -1.8 -0.1 0.8 -0.0285
C 3.05727 -1.98437 2.55670 -0.4 -1.1 1.0 -0.0343
C 3.13384 -1.36263 1.31710 1.2 0.1 0.4 -0.0608
H 1.74796 -1.11858 -3.06124 0.7 0.1 -0.4 0.0580
H 0.53491 -0.29309 -2.20043 -0.2 1.0 0.3 0.0395
H 0.72994 -1.89591 -1.99237 -0.8 -2.2 0.6 0.0186
H 3.42676 -1.07094 -1.12985 -2.0 1.0 -0.2 0.1350
H 2.27656 0.40693 -0.63636 0.4 -2.3 -0.9 0.1459
H 0.20597 -2.41105 -0.07851 0.6 0.4 1.2 0.1128
H 0.09705 -3.68415 2.20439 -0.8 -0.5 -0.2 0.0975
H 1.16069 -3.81259 4.34778 2.0 0.7 -1.3 0.1377
H 3.75246 -2.06285 3.45143 -0.3 0.7 -1.8 0.1443
H 4.13789 -0.92323 1.09482 -1.2 0.1 -0.2 0.1273
C -1.35425 2.48503 -1.74343 -0.7 -0.8 -3.7 -0.1256
C -2.35674 2.29963 -0.60950 1.1 1.5 0.9 -0.5060
C -2.93732 3.73261 -0.35751 0.1 0.6 1.4 -0.1011
C -3.49166 1.35479 -0.79356 -1.2 -0.4 2.5 -0.1147
H -0.45886 2.90210 -1.32099 0.4 0.6 -0.4 0.0634
H -1.81780 3.08052 -2.63490 0.7 0.1 2.0 0.1001
H -1.05694 1.68811 -2.52514 -0.2 -0.1 2.2 0.0789
H -1.77357 2.08773 0.36427 -0.8 -0.4 -1.7 0.1438
H -2.49000 4.35853 -1.17454 -1.4 -0.1 0.7 0.0643
H -4.07651 3.65639 -0.22871 1.7 0.6 -0.7 0.0888
H -2.54907 4.20121 0.62109 -0.5 -0.8 -1.4 0.0853
H -3.24364 0.42849 -1.21363 0.7 -1.5 -0.6 0.0460
H -3.79319 1.15160 0.28200 -0.2 -0.1 -1.3 0.1027
H -4.40663 1.66168 -1.30871 0.4 0.6 -0.1 0.0785
```
Positions in Å, forces in eV/Å.

(2)
Molecular formula: C12H20O4
Method: DFT, the ωB97M-V functional and the def2-TZVPD basis

## Properties
- E_HOMO (eV) = -9.47
- E_LUMO (eV) = -0.832
- HOMO-LUMO gap (eV) = 8.638
- energy (eV) = -20947.527
- multiplicity = 1
- ΔE to the lowest compared entry with this formula, charge and spin (kcal/mol) = 254.5
- total charge = 0
- F_max (Eh/bohr) = 0.2892

The geometry in XYZ format:
```
36
Properties=species:S:1:pos:R:3:forces:R:3:lowdin_charge:R:1
C 4.42702 2.11350 -2.89707 -3.5 -5.8 -5.6 -0.1362
H 3.61893 2.28363 -3.75551 2.1 0.6 1.5 0.1300
H 5.13885 1.35628 -3.31789 -0.2 1.0 0.0 0.0918
C 3.67130 1.36525 -1.87383 0.5 0.5 1.0 -0.2995
H 3.23489 0.49435 -2.41737 0.3 0.3 1.3 0.1276
C 2.62630 2.30062 -1.29708 -4.2 -5.5 -2.1 -0.1921
C 1.98074 1.70287 -0.05096 1.4 -5.9 -5.2 -0.0157
H 1.12335 2.07737 0.20378 -4.1 3.1 2.7 0.0540
H 2.65645 1.17712 0.56349 0.8 0.6 1.5 0.0950
O 1.17523 0.34664 -0.56470 3.3 -1.0 1.6 -0.1641
C 1.81218 -1.00767 -0.05382 -10.9 5.6 -7.2 -0.4350
O 2.78803 -1.12720 0.44529 7.2 -1.5 4.1 0.2338
C 0.74401 -1.87073 -0.78335 2.8 -3.9 2.2 0.0650
C -0.35711 -2.29129 -0.08821 -0.1 -1.7 -4.6 -0.0274
C -1.00843 -1.42415 0.77569 0.7 7.6 9.5 -0.2517
O -0.30807 -0.47948 1.64029 -3.7 -5.8 -5.3 -0.0732
O -2.35593 -1.49901 1.01730 4.0 -3.5 -3.0 -0.0317
C -2.98111 -0.80489 2.01500 0.0 -4.2 3.3 -0.2732
C -3.45596 0.34865 1.45819 4.5 8.8 0.8 -0.3705
C -4.19686 0.42945 0.31019 -6.0 -4.4 -8.5 -0.3350
C -4.55217 1.77324 -0.44782 8.1 2.2 12.3 -0.0770
H -4.91243 2.40816 0.52501 -0.3 -1.1 -2.6 0.1232
H -5.15561 1.65299 -1.14297 -5.3 -0.6 -6.6 -0.0418
H -3.54159 2.35431 -0.48369 -1.7 -1.1 -1.3 0.1006
H -3.76444 -0.43546 -0.71450 -0.9 2.6 3.2 0.2047
H -5.27118 -0.13227 0.48374 2.1 1.2 -0.4 0.1485
H -2.51910 1.18073 1.13570 -1.7 -2.4 1.3 0.2086
H -3.88004 0.87668 2.27607 -1.0 1.0 0.7 0.1262
H -2.32824 -0.70412 2.94397 -0.9 0.0 -1.3 0.1656
H -3.94273 -1.42234 2.23902 1.7 0.4 0.1 0.1745
H -0.96605 -3.16756 -0.51660 0.9 1.5 0.7 0.1527
H 1.30296 -2.63878 -1.49805 -1.7 1.8 1.1 0.1656
H 2.95867 3.12027 -0.89799 2.6 5.3 1.3 0.0514
H 1.83139 2.48869 -2.14904 1.3 0.0 1.9 0.1663
H 4.45902 1.19889 -1.08982 -1.1 -0.9 -0.3 0.1359
H 4.90353 2.85525 -2.51244 2.8 5.2 1.8 0.0029
```
Positions in Å, forces in eV/Å.

(3)
Molecular formula: C12H20O4
Method: DFT, the ωB97M-V functional and the def2-TZVPD basis

## Properties
- E_HOMO (eV) = -10.13
- E_LUMO (eV) = 0.580
- HOMO-LUMO gap (eV) = 10.705
- energy (eV) = -20958.487
- multiplicity = 1
- ΔE to the lowest compared entry with this formula, charge and spin (kcal/mol) = 1.7
- total charge = 0
- F_max (Eh/bohr) = 0.0140
- structure (SMILES) = CCCCOC(=O)/C=C\C(=O)OCCCC

The geometry in XYZ format:
```
36
Properties=species:S:1:pos:R:3:forces:R:3:lowdin_charge:R:1
C -5.65176 -1.54732 0.94441 0.3 0.0 0.0 -0.1166
C -4.23141 -1.18486 0.52976 -0.3 0.1 -0.1 -0.2690
C -4.21463 -0.32538 -0.73257 0.6 0.0 0.3 -0.1867
C -2.80007 0.06255 -1.14118 -0.3 -0.1 -0.6 -0.1592
O -2.22171 0.89372 -0.13072 -0.3 -0.1 0.4 0.0108
C -1.43213 1.88077 -0.53055 0.1 0.3 -0.2 -0.5217
O -1.24291 2.21865 -1.66858 0.0 0.0 0.1 0.1270
C -0.84862 2.61041 0.64419 0.3 -0.2 -0.1 0.0612
C 0.31241 2.25835 1.18253 -0.1 0.1 0.0 0.0326
C 1.05153 1.08203 0.66926 -0.2 -0.1 -0.1 -0.4755
O 0.61799 0.30180 -0.14247 0.1 0.0 0.0 0.1291
O 2.25826 0.99346 1.23312 0.0 0.3 0.2 0.0084
C 3.09948 -0.07631 0.80051 0.2 -0.3 -0.4 -0.1680
C 3.79216 0.26352 -0.51758 -0.2 -0.1 0.1 -0.1839
C 4.67204 -0.87570 -1.02944 0.1 0.2 0.1 -0.2595
C 5.89439 -1.13235 -0.15528 -0.2 -0.1 -0.2 -0.1124
H -6.23091 -0.65013 1.15154 -0.1 0.1 0.0 0.0709
H -5.64275 -2.16354 1.84011 -0.1 -0.1 0.1 0.0669
H -6.15137 -2.10079 0.15205 -0.1 -0.1 -0.1 0.0701
H -3.73921 -0.63777 1.33510 0.1 -0.1 0.0 0.1078
H -3.65983 -2.09758 0.34907 0.1 0.0 0.0 0.1108
H -4.67115 -0.87180 -1.56010 0.0 0.0 -0.1 0.1193
H -4.79706 0.58259 -0.56315 -0.1 0.0 -0.1 0.1204
H -2.79481 0.61014 -2.08946 0.0 -0.2 0.2 0.1241
H -2.16156 -0.82146 -1.23829 0.0 0.1 0.0 0.1374
H -1.40217 3.47380 0.98378 0.0 0.1 0.1 0.1251
H 0.77812 2.80213 1.99012 -0.1 0.1 0.0 0.1170
H 2.49339 -0.98096 0.68154 0.1 0.1 0.1 0.1320
H 3.81889 -0.21010 1.60956 -0.1 0.0 -0.1 0.1250
H 4.39252 1.16564 -0.38084 0.0 0.1 0.0 0.1197
H 3.01909 0.47901 -1.25824 0.0 0.1 0.0 0.1148
H 4.07490 -1.78699 -1.10088 0.0 0.0 -0.1 0.1094
H 5.00619 -0.62011 -2.03692 -0.1 -0.1 0.0 0.1061
H 6.47408 -0.21998 -0.03428 0.1 0.1 0.1 0.0743
H 6.53230 -1.88341 -0.61514 0.1 -0.1 0.0 0.0686
H 5.60633 -1.49204 0.82900 0.1 0.0 0.1 0.0640
```
Positions in Å, forces in eV/Å.

(4)
Molecular formula: C12H20OS
Method: DFT, the ωB97M-V functional and the def2-TZVPD basis

## Properties
- E_HOMO (eV) = -8.63
- E_LUMO (eV) = -0.107
- HOMO-LUMO gap (eV) = 8.520
- energy (eV) = -25647.325
- multiplicity = 1
- ΔE to the lowest compared entry with this formula, charge and spin (kcal/mol) = 74.8
- total charge = 0
- F_max (Eh/bohr) = 0.0849

The geometry in XYZ format:
```
34
Properties=species:S:1:pos:R:3:forces:R:3:lowdin_charge:R:1
C -1.51499 -1.22623 -2.02060 -0.6 0.1 0.0 -0.1099
C -0.78629 -2.12952 -2.66569 -0.6 -1.2 -1.5 -0.2285
C -0.83348 -0.58004 -0.88343 2.6 -0.5 1.0 -0.1324
C 0.46872 -1.08963 -0.66236 -3.5 0.1 -0.5 -0.1895
C -2.86996 1.00969 -0.84641 -1.7 -1.7 -0.3 -0.0879
C -0.69593 1.88507 -0.20313 1.1 -3.7 0.5 -0.0388
C -1.81793 0.31246 1.35178 0.0 1.1 -1.0 -0.0315
C 1.40880 -0.52355 1.74760 0.1 1.1 0.3 -0.0566
C 2.38773 0.23475 -0.37198 1.5 -1.5 -0.1 -0.0395
C 2.51802 -2.17163 0.26918 -1.8 -2.3 -1.6 -0.0985
C -1.55236 0.56052 -0.16703 0.5 2.0 0.3 -0.5000
C 1.61869 -0.90051 0.29895 1.0 -1.0 -0.2 -0.5992
O 1.79206 -1.55407 -2.88408 1.7 0.8 -1.7 -0.4918
S 0.88473 -2.27117 -2.01175 -2.6 -0.7 1.5 0.9339
H -2.56805 -0.93402 -2.24603 1.1 -0.6 0.1 0.1102
H -1.14424 -2.83366 -3.49847 0.8 1.4 1.3 0.1107
H -3.35032 1.73201 -0.18546 0.1 0.2 -0.1 0.0745
H -2.85469 1.43374 -1.88915 0.5 -0.4 1.0 0.1054
H -3.62749 0.14417 -0.88066 1.0 1.1 0.0 0.0984
H -1.25165 2.66019 0.08277 -2.9 3.1 1.2 0.0295
H -0.42478 2.10298 -1.19327 1.2 0.1 -1.2 0.0850
H 0.05649 1.87417 0.59016 0.6 -0.2 -0.8 0.0781
H -2.19096 1.30439 1.77706 -0.5 -1.7 -0.4 0.1144
H -0.87226 0.24031 1.86414 0.0 -0.7 0.0 0.0254
H -2.40056 -0.61670 1.40467 -0.2 0.6 0.8 0.0970
H 0.86352 0.44006 1.73000 0.2 -0.7 0.5 0.0510
H 0.88372 -1.30119 2.35496 0.6 0.8 -0.3 0.1086
H 2.43967 -0.20467 2.11045 -1.3 -0.9 0.1 0.1104
H 1.68606 1.01948 -0.42842 -0.2 1.2 -0.7 0.0486
H 2.69389 -0.24742 -1.31684 -0.1 1.3 -0.1 0.0808
H 3.30288 0.53081 0.17531 -0.5 -0.1 -0.1 0.1031
H 3.41203 -2.02665 0.79804 0.9 0.0 1.6 0.0623
H 2.93847 -2.38808 -0.71891 -0.2 0.5 -0.3 0.0477
H 1.97688 -3.21902 0.42129 1.0 2.3 0.6 0.1289
```
Positions in Å, forces in eV/Å.

- Which of these has the highest HOMO-LUMO gap?
  number 3